{
  "formula": "C48H58BF9N7O2S",
  "method": "ωB97M-V with the def2-TZVPD basis set",
  "orbital_gap_ev": 7.3,
  "total_charge": -1,
  "multiplicity": 1,
  "e_tot_ha": -3719.43108,
  "symbols": ["C", "C", "C", "O", "O", "C", "C", "B", "C", "C", "C", "F", "F", "C", "F", "F", "S", "F", "F", "F", "F", "F", "C", "C", "C", "C", "H", "H", "H", "H", "H", "H", "H", "H", "H", "H", "H", "H", "H", "H", "H", "H", "H", "H", "H", "H", "H", "H", "H", "N", "C", "C", "C", "C", "C", "H", "H", "H", "H", "H", "N", "C", "C", "C", "C", "C", "H", "H", "H", "H", "H", "N", "C", "C", "C", "C", "C", "H", "H", "H", "H", "H", "N", "C", "C", "C", "C", "C", "H", "H", "H", "H", "H", "N", "C", "C", "C", "C", "C", "H", "H", "H", "H", "H", "N", "C", "C", "C", "C", "C", "H", "H", "H", "H", "H", "N", "C", "C", "C", "C", "C", "H", "H", "H", "H", "H"],
  "xyz": [[-5.004, -0.881, -1.180], [-4.283, -1.289, -2.500], [-3.005, -2.014, -2.216], [-1.939, -1.562, -2.520], [-3.208, -3.154, -1.614], [-1.995, -3.912, -1.353], [-2.317, -4.959, -0.290], [-3.132, -4.354, 1.033], [-2.298, -3.024, 1.536], [-2.572, -2.612, 2.976], [-1.693, -1.464, 3.470], [-0.899, -0.953, 2.547], [-0.836, -2.004, 4.394], [-2.427, -0.373, 4.270], [-1.537, 0.416, 4.841], [-3.064, -0.960, 5.251], [-3.669, 0.687, 3.353], [-3.340, 0.053, 1.972], [-2.567, 1.799, 3.147], [-4.068, 1.365, 4.735], [-4.831, -0.335, 3.568], [-4.679, 1.653, 2.636], [-3.198, -5.576, 2.135], [-4.345, -5.470, 3.161], [-5.645, -6.073, 2.620], [-3.964, -6.303, 4.414], [-6.022, -1.252, -1.196], [-5.029, 0.197, -1.085], [-4.514, -1.348, -0.330], [-4.954, -1.943, -3.056], [-4.109, -0.410, -3.108], [-1.185, -3.298, -0.982], [-1.714, -4.411, -2.282], [-2.863, -5.806, -0.715], [-1.350, -5.336, 0.066], [-4.274, -4.116, 0.675], [-1.232, -3.152, 1.328], [-2.625, -2.188, 0.906], [-3.630, -2.365, 3.039], [-2.422, -3.455, 3.639], [-3.388, -6.496, 1.568], [-2.248, -5.751, 2.653], [-4.546, -4.452, 3.493], [-5.451, -6.949, 2.009], [-6.286, -6.351, 3.459], [-6.200, -5.321, 2.064], [-2.922, -6.140, 4.673], [-4.164, -7.359, 4.256], [-4.572, -5.972, 5.263], [-2.045, -3.883, -6.428], [-2.368, -3.630, -7.695], [-2.739, -2.378, -8.161], [-2.781, -1.328, -7.258], [-2.452, -1.570, -5.935], [-2.091, -2.860, -5.574], [-2.323, -4.481, -8.367], [-2.988, -2.231, -9.204], [-3.067, -0.334, -7.580], [-2.470, -0.781, -5.195], [-1.821, -3.091, -4.550], [0.746, 2.946, -5.262], [-0.047, 3.558, -4.383], [-0.752, 2.896, -3.390], [-0.631, 1.518, -3.305], [0.186, 0.862, -4.210], [0.849, 1.620, -5.163], [-0.114, 4.636, -4.488], [-1.380, 3.446, -2.701], [-1.165, 0.959, -2.547], [0.305, -0.212, -4.176], [1.502, 1.149, -5.890], [3.615, 3.128, 5.465], [2.780, 3.385, 6.473], [1.521, 2.820, 6.598], [1.097, 1.938, 5.618], [1.945, 1.656, 4.562], [3.186, 2.272, 4.532], [3.150, 4.085, 7.215], [0.890, 3.067, 7.440], [0.125, 1.478, 5.677], [1.651, 0.972, 3.776], [3.881, 2.075, 3.723], [7.641, 2.048, 4.231], [6.644, 2.924, 4.090], [6.765, 4.118, 3.396], [7.986, 4.423, 2.819], [9.034, 3.527, 2.955], [8.808, 2.359, 3.667], [5.707, 2.648, 4.556], [5.921, 4.790, 3.311], [8.119, 5.347, 2.268], [10.003, 3.728, 2.518], [9.598, 1.627, 3.797], [-7.014, -3.677, -1.475], [-5.955, -4.461, -1.706], [-6.036, -5.673, -2.380], [-7.274, -6.097, -2.831], [-8.382, -5.298, -2.596], [-8.196, -4.104, -1.919], [-5.008, -4.095, -1.332], [-5.147, -6.267, -2.542], [-7.376, -7.038, -3.359], [-9.368, -5.593, -2.931], [-9.035, -3.445, -1.716], [6.740, 2.273, -1.192], [6.406, 2.472, -2.466], [6.005, 3.699, -2.976], [5.944, 4.777, -2.110], [6.284, 4.592, -0.781], [6.675, 3.325, -0.375], [6.465, 1.598, -3.106], [5.747, 3.803, -4.022], [5.633, 5.753, -2.465], [6.247, 5.412, -0.076], [6.953, 3.134, 0.655], [7.330, 7.938, -0.562], [8.171, 7.707, -1.574], [9.197, 8.568, -1.932], [9.362, 9.734, -1.205], [8.501, 9.992, -0.153], [7.509, 9.065, 0.126], [8.004, 6.782, -2.115], [9.850, 8.327, -2.760], [10.152, 10.432, -1.455], [8.595, 10.892, 0.441], [6.813, 9.226, 0.943]],
  "forces_ev_per_angstrom": [[0.063, -0.337, -0.538], [-0.966, 0.119, 0.578], [-1.376, 0.806, -0.480], [1.684, 0.449, -0.382], [0.893, -0.362, 0.091], [-0.325, -1.733, 0.739], [-0.223, 0.625, 0.213], [0.690, -0.781, -0.228], [-0.651, 0.088, -0.321], [-0.185, 0.152, -0.774], [-0.657, -1.808, 0.445], [0.392, 1.084, -0.870], [0.435, 0.112, 0.655], [0.270, -0.425, -0.740], [0.780, 1.092, 0.245], [-1.094, -0.845, 1.018], [-0.022, 0.841, 0.507], [0.329, -0.348, -0.650], [0.488, 0.235, -0.330], [0.056, 0.249, 0.426], [-0.370, -0.678, -0.027], [-0.521, 0.247, -0.241], [-0.610, 0.590, -0.293], [0.623, -1.635, 0.403], [-0.210, 0.935, 0.361], [-0.454, 0.931, 0.115], [-0.159, -0.030, 0.095], [0.128, 0.187, 0.225], [0.010, 0.122, 0.208], [0.059, -0.178, -0.093], [0.328, 0.026, -0.131], [-0.086, 0.530, -0.240], [0.155, 0.390, -0.243], [-0.016, -0.064, -0.145], [0.067, -0.147, -0.054], [-0.245, 0.345, 0.189], [0.145, -0.046, 0.306], [0.202, 0.105, -0.123], [-0.042, 0.147, 0.129], [0.163, -0.059, 0.305], [0.099, -0.150, 0.013], [0.139, 0.168, 0.048], [0.100, 0.211, -0.135], [-0.014, -0.107, -0.119], [-0.128, -0.170, 0.044], [-0.011, -0.137, -0.429], [0.173, -0.146, 0.103], [0.184, -0.220, -0.094], [-0.029, -0.185, 0.107], [-0.052, 0.149, -0.098], [0.034, -0.108, 0.046], [0.000, 0.000, 0.014], [-0.018, 0.059, -0.028], [-0.026, 0.067, -0.022], [0.071, -0.236, 0.098], [-0.017, 0.042, -0.049], [0.001, -0.025, -0.002], [0.006, -0.004, 0.005], [0.040, -0.052, 0.055], [0.002, 0.095, 0.018], [-0.046, -0.050, 0.061], [0.052, 0.055, -0.081], [0.057, -0.011, -0.087], [-0.145, -0.053, 0.208], [0.041, -0.001, -0.059], [0.044, 0.082, -0.065], [-0.033, 0.000, 0.050], [0.009, 0.014, -0.006], [0.014, -0.072, -0.051], [-0.030, 0.000, 0.017], [-0.019, -0.055, 0.024], [-0.309, -0.209, -0.134], [0.169, 0.113, 0.029], [0.071, 0.019, -0.050], [-0.038, 0.013, 0.070], [0.025, -0.008, -0.061], [0.088, 0.167, 0.132], [-0.047, -0.016, 0.033], [0.019, 0.012, 0.007], [-0.006, -0.009, 0.025], [0.010, -0.001, 0.005], [-0.076, -0.059, -0.052], [0.080, 0.163, -0.125], [-0.007, -0.269, 0.066], [0.033, 0.022, -0.004], [0.039, 0.170, -0.037], [-0.021, -0.017, 0.027], [-0.042, -0.112, 0.070], [0.104, 0.165, 0.056], [-0.025, -0.030, 0.035], [0.002, -0.014, -0.010], [0.001, -0.026, -0.001], [0.037, 0.041, -0.034], [-0.099, -0.203, -0.193], [-0.006, 0.169, 0.154], [-0.126, 0.000, -0.026], [0.029, -0.079, -0.041], [-0.012, -0.005, 0.000], [0.052, 0.115, 0.067], [-0.160, -0.149, 0.025], [0.028, 0.033, 0.039], [-0.004, 0.009, 0.005], [-0.006, 0.020, 0.013], [-0.040, -0.050, -0.028], [-0.024, 0.150, -0.092], [0.046, -0.110, 0.062], [0.038, -0.029, 0.046], [-0.045, 0.134, -0.087], [-0.008, -0.010, 0.069], [0.041, -0.218, 0.015], [-0.027, 0.037, -0.047], [-0.020, -0.031, 0.006], [-0.017, -0.004, 0.025], [0.027, 0.020, -0.026], [-0.024, 0.037, 0.008], [0.214, 0.083, -0.121], [-0.178, -0.086, 0.110], [-0.008, -0.002, 0.001], [0.080, 0.060, -0.025], [0.006, -0.008, -0.011], [-0.161, -0.099, 0.070], [0.066, 0.002, -0.022], [-0.019, -0.023, -0.004], [-0.007, -0.007, 0.001], [-0.021, -0.014, 0.017], [0.029, 0.057, 0.006]]
}